No. 1
Below is C36H51IrN2O3 as an isolated structure, with properties calculated with ωB97M-V/def2-TZVPD.

Structure (XYZ):
```
93
Properties=species:S:1:pos:R:3:mulliken_charge:R:1
Ir -1.89258 -0.47566 0.01860 3.13
C 4.65463 0.58595 -2.20184 -2.09
C 3.73457 0.41852 -3.41438 1.81
C 3.79047 1.70913 -4.26905 -1.57
C 4.22572 -0.77776 -4.25935 -1.56
C 2.30092 0.18163 -3.02412 -1.05
C 1.90071 0.19378 -1.64607 -0.19
C 0.60534 -0.09624 -1.29149 -0.10
N 0.07719 -0.16692 -0.00862 -0.09
C 0.65592 -0.29382 1.23402 -0.06
C 2.00125 -0.43923 1.53481 0.15
C 2.44488 -0.53241 2.89606 -1.38
C 1.49300 -0.48378 3.90789 -0.08
C 0.11795 -0.40672 3.68468 -0.85
C -0.30513 -0.34558 2.29963 0.62
O -1.55972 -0.34900 1.95705 -1.09
C -0.88118 -0.38443 4.82177 2.12
C -0.18649 -0.42922 6.18890 -2.14
C -1.81148 -1.61625 4.71423 -1.39
C -1.70372 0.92455 4.75108 -1.33
C 3.90607 -0.69105 3.22445 1.81
C 4.09029 -2.01984 3.99685 -1.55
C 4.34150 0.48812 4.12401 -1.57
C 4.78915 -0.71928 1.97358 -2.12
C -0.38223 -0.28712 -2.32284 1.03
O -1.61650 -0.45020 -1.94178 -1.24
C -0.01100 -0.27963 -3.72286 -0.81
C 1.32838 -0.04371 -4.00007 -0.14
C -1.03641 -0.48857 -4.82060 2.06
C -0.38888 -0.47160 -6.21061 -2.18
C -2.05862 0.67487 -4.75978 -1.31
C -1.74887 -1.84579 -4.64121 -1.37
H 5.67652 0.72931 -2.54917 0.51
H 4.65336 -0.30431 -1.56259 0.50
H 4.39757 1.46628 -1.60311 0.42
H 4.83291 1.90745 -4.51979 0.46
H 3.39825 2.57166 -3.72525 0.39
H 3.23740 1.60574 -5.20381 0.39
H 5.25088 -0.57997 -4.57135 0.47
H 3.62947 -0.92538 -5.16074 0.36
H 4.21894 -1.70443 -3.68080 0.41
H 2.62657 0.48046 -0.90258 0.93
H 2.73808 -0.52070 0.75148 0.83
H 1.84188 -0.53188 4.92623 0.76
H 0.39274 -1.34608 6.32489 0.45
H -0.94895 -0.41163 6.96654 0.44
H 0.46244 0.43509 6.35225 0.44
H -1.24599 -2.54406 4.82394 0.38
H -2.36574 -1.65012 3.77747 0.13
H -2.53372 -1.56451 5.52936 0.49
H -1.05654 1.80149 4.83201 0.35
H -2.39460 0.94030 5.59440 0.48
H -2.29045 1.00008 3.83538 0.12
H 3.49232 -2.05394 4.90896 0.37
H 5.13831 -2.10881 4.28271 0.46
H 3.82940 -2.88086 3.37671 0.39
H 3.82305 0.48918 5.08425 0.36
H 4.17180 1.45102 3.63625 0.40
H 5.40826 0.39108 4.32517 0.47
H 4.53388 -1.54936 1.30614 0.46
H 5.82521 -0.86328 2.27591 0.52
H 4.74681 0.22428 1.41751 0.48
H 1.64042 -0.02683 -5.03116 0.69
H 0.08433 0.48754 -6.43546 0.43
H -1.16628 -0.62872 -6.95750 0.44
H 0.34458 -1.27330 -6.33235 0.46
H -1.56680 1.63799 -4.91566 0.36
H -2.60198 0.70493 -3.81554 0.08
H -2.78237 0.53409 -5.56352 0.48
H -1.04133 -2.67372 -4.72335 0.37
H -2.48384 -1.95483 -5.43870 0.48
H -2.27449 -1.92583 -3.69074 0.11
O -3.65330 -1.67135 0.48828 -0.61
C -4.93259 -1.11626 0.95788 -0.41
C -5.76686 -0.61048 -0.20188 -0.84
C -4.95629 0.27992 -1.15167 -0.34
C -4.37612 1.45945 -0.42803 0.74
C -5.13133 2.60304 -0.20015 -0.78
C -4.58761 3.66632 0.49654 -0.48
C -3.27650 3.57929 0.95218 -0.91
C -2.57466 2.42481 0.70509 -0.22
N -3.11634 1.38400 0.03956 -0.07
H -3.81678 -2.46166 -0.04601 0.31
H -4.66083 -0.31972 1.64808 0.22
H -5.45204 -1.89107 1.51468 0.53
H -6.60454 -0.05044 0.22034 0.42
H -6.19301 -1.44387 -0.76492 0.40
H -5.59849 0.62435 -1.96041 0.62
H -4.15153 -0.29424 -1.61372 -0.57
H -6.14132 2.65012 -0.58757 0.57
H -5.17283 4.55884 0.67633 0.46
H -2.80687 4.39369 1.48644 0.50
H -1.54758 2.31710 1.03162 0.44
```

Summary:
E_LUMO (alpha / beta) ... -8.524 / -12.208 eV
Spin multiplicity ... 6
HOMO (alpha / beta) ... -16.6 / -17.7 eV
Total charge ... +3
Calculated total energy ... -50093.3944 eV
<S²> ... 8.79
Gap between HOMO and LUMO (alpha / beta) ... 8.06 / 5.49 eV



No. 2
Below is a single C36H51NO11 molecule, with properties calculated with ωB97M-V/def2-TZVPD.

Structure (XYZ):
```
99
Properties=species:S:1:pos:R:3:mulliken_charge:R:1
C 6.12002 5.38162 0.61672 -0.73
H 6.03543 6.41476 0.28004 0.29
O 5.44400 4.62352 -0.36358 -0.48
C 5.31972 3.27868 -0.27585 0.53
C 4.58535 2.71238 -1.32019 -0.89
C 4.35683 1.35780 -1.40515 -0.56
C 4.87125 0.52137 -0.42091 -0.52
C 5.60357 1.06957 0.63156 -0.32
C 5.84170 2.42988 0.72594 1.29
O 6.56285 2.99067 1.74648 -0.47
C 7.06674 2.14876 2.75627 -0.92
H 7.77595 1.41856 2.35507 0.34
H 7.58370 2.81012 3.45009 0.24
H 6.26298 1.62636 3.28333 0.35
H 5.98071 0.38539 1.37413 0.59
C 4.65632 -0.93544 -0.42524 0.71
O 5.06128 -1.67573 0.45048 -0.83
O 3.98270 -1.34680 -1.49758 -0.12
C 3.59242 -2.71826 -1.60673 -0.76
C 2.84013 -2.82233 -2.92875 -1.30
C 1.41855 -2.28346 -2.76230 -1.24
H 1.48198 -1.20411 -2.62516 0.22
H 0.86691 -2.46794 -3.68499 0.50
C 0.65162 -2.90618 -1.56477 1.94
C -0.72620 -3.34986 -2.04021 -2.02
H -1.27746 -2.49385 -2.42451 0.40
H -1.31417 -3.80786 -1.25291 0.42
H -0.61294 -4.07527 -2.84334 0.48
C 1.50462 -4.01014 -0.91292 -0.60
H 1.84606 -4.76841 -1.61576 0.36
C 0.80648 -4.70939 0.25927 -1.49
H -0.07467 -5.22767 -0.12090 0.49
H 1.49192 -5.45720 0.65945 0.57
C 0.41476 -3.74772 1.38477 -1.18
C -0.20556 -2.48286 0.80470 -1.17
H -1.21733 -2.69009 0.46028 1.46
C -0.29738 -1.27063 1.73684 2.10
C -1.32149 -1.39252 2.86284 -2.86
C -2.77232 -1.23006 2.41728 -0.71
O -3.14018 -2.33502 1.62626 -0.62
H -3.98976 -2.11187 1.20821 0.70
H -3.38984 -1.19987 3.32778 0.60
C -2.94575 0.12192 1.67331 0.03
O -2.57687 1.17921 2.53052 -0.72
H -1.64425 1.38567 2.34331 0.92
C -2.07938 0.08575 0.40866 -1.16
H -2.39773 -0.76943 -0.19311 1.16
C -2.29308 1.37990 -0.37097 -1.53
N -3.68636 1.58874 -0.72969 0.41
C -3.74785 2.79171 -1.55744 -1.26
C -5.17718 3.24737 -1.88106 0.86
C -5.31105 3.64536 -3.34748 -1.82
H -4.60409 4.43390 -3.59589 0.40
H -5.11806 2.79090 -3.99261 0.38
H -6.31591 4.00903 -3.55042 0.45
C -6.12888 2.12058 -1.50674 -1.23
H -7.15713 2.38664 -1.75723 0.49
H -5.86212 1.22281 -2.06641 0.31
C -6.01835 1.86247 -0.00830 -1.06
C -4.55223 1.67771 0.44644 -0.10
H -4.23975 2.50906 1.09983 0.66
C -4.43440 0.36704 1.26098 1.10
C -5.29591 0.42623 2.52535 -2.20
H -6.24624 0.91174 2.33294 0.49
H -4.76020 0.97891 3.29038 0.36
H -5.49488 -0.58326 2.87352 0.42
O -4.90761 -0.69661 0.44276 -0.72
H -4.65953 -0.47065 -0.46436 0.51
H -6.46134 2.70084 0.53139 0.35
H -6.59098 0.96475 0.22718 0.54
H -5.42545 4.11773 -1.26405 0.39
H -3.19606 3.61763 -1.07643 0.34
H -3.22533 2.54651 -2.48768 0.38
H -1.71619 1.35135 -1.29881 0.67
H -1.91009 2.22023 0.23072 0.50
C -0.58501 -0.09477 0.74000 0.00
O -0.09529 1.10237 1.31150 -0.67
H 0.62134 0.81504 1.91140 0.84
C 0.20752 -0.49204 -0.53736 -0.74
H -0.40684 -0.39065 -1.42933 0.69
H 1.07801 0.15830 -0.63480 -0.21
C 0.65475 -1.94564 -0.35433 0.48
O 2.03847 -1.94299 0.05450 -0.25
C 2.66971 -3.13623 -0.41432 0.71
O 3.38061 -3.76123 0.58582 -0.64
H 4.12377 -3.17468 0.83443 0.59
H -1.20403 -2.36801 3.33384 0.46
H -1.09662 -0.62693 3.60663 0.36
O 0.94404 -0.99025 2.36560 -0.88
H 1.64796 -1.27320 1.75677 0.35
H -0.29337 -4.23626 2.05444 0.56
H 1.30549 -3.49383 1.96078 0.27
H 2.83030 -3.85769 -3.26726 0.42
H 3.36981 -2.22943 -3.67574 0.68
H 4.48870 -3.35245 -1.59257 0.37
H 3.78691 0.94684 -2.22194 0.51
H 4.19914 3.38858 -2.06634 0.45
H 5.65400 5.27891 1.59822 0.27
H 7.17365 5.10565 0.68545 0.27
```

Summary:
E_LUMO ... 0.543 eV
HOMO ... -8.4 eV
Total charge ... 0
Calculated total energy ... -62174.5269 eV
Relative energy (zero: lowest compared OMol25 entry of this formula, charge and spin) ... 31.2 kJ/mol
Gap between HOMO and LUMO ... 8.97 eV



No. 3
Below is C36H51NO3ReSe as an isolated structure, with properties calculated with ωB97M-V/def2-TZVPD.

Structure (XYZ):
```
93
Properties=species:S:1:pos:R:3:mulliken_charge:R:1
Re 1.61657 0.02625 -1.46505 1.05
C -1.78750 -5.75603 2.75358 -2.07
C -1.04902 -4.45181 3.06185 1.98
C -1.88885 -3.64842 4.07307 -1.60
C 0.31045 -4.80390 3.69645 -1.60
C -0.80611 -3.60981 1.82440 -0.74
C -0.12341 -2.39397 1.94322 -0.67
C 0.14581 -1.65741 0.81857 0.13
Se 1.20066 -0.03409 0.94421 0.03
C 0.01735 1.50457 0.84579 -0.20
C -0.30765 2.18199 1.99589 -0.78
C -1.08462 3.34320 1.91017 -0.70
C -1.59089 3.68334 0.65175 0.37
C -1.30128 3.01060 -0.52613 -0.81
C -0.34665 1.95149 -0.44782 1.43
O 0.20153 1.42401 -1.52409 -1.04
C -1.99557 3.35404 -1.84234 2.06
C -1.00112 3.77653 -2.94030 -1.52
C -2.99672 4.49755 -1.66287 -2.36
C -2.77066 2.09526 -2.28292 -1.57
C -1.33170 4.17942 3.15343 1.89
C -2.07147 3.33358 4.20423 -1.59
C 0.03726 4.61767 3.71142 -1.59
C -2.15542 5.43615 2.86430 -2.12
C -0.20453 -2.07508 -0.48543 1.26
O 0.16772 -1.35295 -1.52330 -0.87
C -0.94615 -3.28806 -0.61508 -0.73
C -1.20844 -4.00118 0.54435 0.13
C -1.37667 -3.80036 -1.98924 2.11
C -2.15777 -5.11114 -1.87022 -2.33
C -0.14460 -4.08691 -2.87535 -1.51
C -2.29427 -2.76226 -2.66446 -1.61
H -1.95561 -6.28928 3.68850 0.45
H -2.76305 -5.57349 2.29982 0.43
H -1.20318 -6.40793 2.10137 0.42
H -2.03355 -4.24793 4.97202 0.46
H -1.40430 -2.71618 4.36560 0.33
H -2.86887 -3.41348 3.65501 0.38
H 0.14567 -5.46601 4.54676 0.45
H 0.94936 -5.32376 2.98005 0.37
H 0.83862 -3.92013 4.05688 0.34
H 0.18302 -2.02031 2.91254 0.59
H 0.03016 1.80954 2.95525 0.55
H -2.24612 4.53752 0.59346 0.78
H -0.35954 4.58518 -2.58336 0.34
H -0.37971 2.94942 -3.26503 0.20
H -1.55635 4.14419 -3.80363 0.49
H -2.49241 5.43226 -1.41034 0.42
H -3.52818 4.64916 -2.60185 0.46
H -3.74369 4.27296 -0.90018 0.44
H -2.09785 1.25522 -2.46431 0.31
H -3.49546 1.80549 -1.52030 0.35
H -3.31230 2.30551 -3.20589 0.46
H -1.52469 2.42320 4.45266 0.33
H -2.19232 3.91283 5.11998 0.46
H -3.06122 3.05554 3.83943 0.38
H 0.59894 3.77477 4.11726 0.33
H 0.63376 5.09872 2.93338 0.36
H -0.11234 5.33949 4.51464 0.45
H -3.13604 5.19696 2.45014 0.42
H -2.32035 5.97339 3.79754 0.45
H -1.63153 6.10736 2.18093 0.42
H -1.74597 -4.93351 0.45768 0.72
H -1.54780 -5.90904 -1.44290 0.44
H -3.06103 -4.98798 -1.27084 0.45
H -2.46404 -5.42530 -2.86765 0.46
H 0.54094 -4.77038 -2.36659 0.31
H -0.47222 -4.56569 -3.79842 0.50
H 0.38028 -3.17288 -3.14072 0.20
H -3.19004 -2.59889 -2.06351 0.36
H -1.79296 -1.80805 -2.80954 0.28
H -2.60410 -3.13747 -3.64079 0.48
O 3.00256 -1.74533 -1.35885 -0.52
C 4.43373 -1.58879 -1.54487 -0.71
C 4.77272 -1.18297 -2.97063 -0.57
C 4.00153 0.06809 -3.42608 -1.16
C 4.16948 1.21419 -2.46687 0.95
C 5.26603 2.05471 -2.52460 -0.76
C 5.38576 3.09494 -1.61658 -0.45
C 4.39260 3.26536 -0.65910 -0.90
C 3.33500 2.38586 -0.64117 -0.21
N 3.21915 1.36665 -1.51810 0.40
H 2.69800 -2.53387 -1.83195 0.26
H 4.92863 -2.51952 -1.27295 0.48
H 4.73704 -0.82201 -0.83268 0.39
H 4.55496 -2.00094 -3.66046 0.44
H 5.84555 -0.99049 -3.02127 0.43
H 2.92919 -0.17178 -3.55053 0.13
H 4.35017 0.36401 -4.41459 0.57
H 6.01078 1.89760 -3.29357 0.54
H 6.23153 3.76762 -1.66241 0.46
H 4.43647 4.06692 0.06359 0.49
H 2.53893 2.48645 0.08658 0.49
```

Summary:
E_LUMO (alpha / beta) ... -8.685 / -7.353 eV
Spin multiplicity ... 2
HOMO (alpha / beta) ... -12.7 / -13.4 eV
Total charge ... +2
Calculated total energy ... -113254.5704 eV
<S²> ... 1.03
Gap between HOMO and LUMO (alpha / beta) ... 3.97 / 6.02 eV



No. 4
Below is C36H52BiCl3N6O4Se2Si2 as an isolated structure, with properties calculated with ωB97M-V/def2-TZVPD.

Structure (XYZ):
```
106
Properties=species:S:1:pos:R:3:mulliken_charge:R:1
Bi -0.48382 1.46986 0.59852 1.97
O -4.96718 3.19493 2.73330 -0.47
C -5.02310 2.10401 3.63645 -1.56
C -3.80508 1.18018 3.50769 2.83
C -4.06863 0.11205 4.59262 -1.41
O -3.07865 -0.88712 4.73319 -0.48
C -2.54156 2.01100 3.78454 -1.85
Se -0.77690 1.20915 3.48035 -0.58
C -3.77269 0.43912 2.16690 -0.61
Se -3.32665 1.39276 0.50668 -0.61
H -5.75794 3.72678 2.85474 0.29
H -5.93285 1.51074 3.46472 0.40
H -5.05674 2.47919 4.67099 0.41
H -5.03925 -0.35371 4.36977 0.40
H -4.15281 0.59803 5.56969 0.46
H -3.20443 -1.54308 4.03693 0.24
H -2.55330 2.33884 4.82818 0.51
H -2.57107 2.90119 3.15669 0.44
H -4.75409 -0.01077 1.98764 0.41
H -3.05313 -0.37312 2.26569 -0.38
C -2.43616 -6.31538 -1.00734 -1.20
C -2.93253 -4.88934 -0.82246 -0.31
N -3.64363 -4.69514 0.43535 0.39
C -4.98673 -5.24955 0.55299 -0.82
C -5.05675 -6.40404 1.54318 -1.13
C -3.24216 -3.83070 1.40770 -0.04
O -3.97135 -3.51655 2.33829 -0.68
C -1.84099 -3.30940 1.31606 -1.00
C -0.75376 -4.08773 1.68777 0.06
C 0.50918 -3.52242 1.66322 -1.35
C 0.63633 -2.20723 1.23698 -0.22
N -0.39932 -1.47512 0.84285 1.27
C -1.61461 -2.00592 0.89988 -0.45
H -1.87803 -6.39966 -1.94063 0.42
H -3.26531 -7.02538 -1.04333 0.30
H -1.77741 -6.60180 -0.18575 0.25
H -3.60737 -4.61793 -1.64004 0.42
H -2.10045 -4.19148 -0.87157 0.12
H -5.29366 -5.57636 -0.44211 0.45
H -5.66167 -4.45344 0.87041 0.39
H -4.38797 -7.21420 1.24770 0.28
H -6.07337 -6.79826 1.59968 0.39
H -4.76836 -6.05754 2.53492 0.29
H -0.90006 -5.11217 2.01229 0.57
H 1.38268 -4.08210 1.96886 0.44
H 1.60747 -1.72505 1.19288 0.16
H -2.43043 -1.35862 0.58309 1.01
O 0.17681 2.89458 1.86492 -0.93
Cl 1.51060 6.93871 -0.69232 -0.15
C 0.35460 6.55468 0.59808 0.73
Cl -0.76571 7.92562 0.81553 -0.16
Cl 1.20753 6.22355 2.10182 -0.06
C -0.40653 5.37585 0.20949 -0.43
N -0.89430 4.38226 -0.08184 -0.23
C -2.68929 3.55855 -2.43952 -0.79
Si -1.91786 2.00611 -3.18985 -0.03
C -3.33448 0.77201 -3.43290 -0.91
C -1.55473 2.58939 -4.97619 -1.24
C -0.47338 1.37700 -2.24898 0.70
Si 0.26803 -0.20146 -2.80961 0.31
C 1.84326 -0.73379 -1.91745 -0.34
C 0.78929 -0.30384 -4.64280 -1.30
C -0.87682 -1.70693 -2.58012 -0.25
H -3.49999 3.91874 -3.08348 0.31
H -1.94457 4.35147 -2.36014 0.17
H -3.09489 3.38113 -1.43985 0.13
H -4.17910 1.27088 -3.91700 0.36
H -3.68190 0.35561 -2.48052 0.18
H -3.02994 -0.05561 -4.07534 0.29
H -2.44876 3.06608 -5.39598 0.28
H -1.26440 1.77520 -5.64245 0.28
H -0.74763 3.32792 -4.98645 0.30
H 0.29194 2.16660 -2.30315 -0.70
H 2.65936 -0.02227 -2.06057 0.25
H 2.16881 -1.70350 -2.31074 0.39
H 1.69283 -0.82855 -0.84305 -0.39
H 1.46900 0.51429 -4.89683 0.29
H -0.06047 -0.25539 -5.32750 0.25
H 1.31649 -1.24716 -4.82612 0.27
H -1.11259 -1.84013 -1.51578 -0.59
H -0.34973 -2.60286 -2.92566 0.33
H -1.81936 -1.63486 -3.12015 0.44
N 7.36667 1.00416 0.90181 0.05
C 8.66829 1.23904 0.53281 0.68
C 9.88015 0.86270 1.07642 -0.95
C 11.04448 1.28857 0.42373 -0.41
C 10.96544 2.06272 -0.73027 -0.41
C 9.74002 2.44104 -1.27618 -0.70
C 8.56404 2.02926 -0.64433 0.43
N 7.26215 2.26004 -0.96832 -0.72
C 6.52784 1.63648 -0.02688 0.15
C 5.12700 1.59137 0.06947 1.03
C 4.42936 0.91346 1.11714 -1.29
C 3.05863 0.91360 1.14000 -0.50
N 2.27204 1.49327 0.21735 0.75
C 2.92520 2.16216 -0.76277 -0.65
C 4.28497 2.24717 -0.87944 -0.85
H 7.05781 0.47825 1.69595 0.15
H 9.93354 0.25968 1.97604 0.36
H 12.01335 1.01199 0.82223 0.36
H 11.88198 2.37913 -1.21638 0.35
H 9.68666 3.04358 -2.17454 0.42
H 4.95278 0.41557 1.92614 0.21
H 2.53749 0.44171 1.97145 0.53
H 2.29152 2.65284 -1.49436 0.35
H 4.73279 2.80485 -1.69066 0.48
```

Summary:
E_LUMO (alpha / beta) ... 3.362 / 3.144 eV
HOMO (alpha / beta) ... 0.7 / 1.1 eV
Total charge ... -2
Calculated total energy ... -245159.8973 eV
Relative energy (zero: lowest compared OMol25 entry of this formula, charge and spin) ... 439.0 kJ/mol
Gap between HOMO and LUMO (alpha / beta) ... 2.65 / 2.06 eV